{"formula": "C60H78F4N19O23S4", "method": "ωB97M-V/def2-TZVPD", "elements": ["H", "C", "C", "N", "C", "N", "C", "F", "H", "H", "C", "O", "C", "H", "C", "H", "H", "H", "H", "H", "H", "C", "O", "H", "H", "F", "N", "H", "H", "H", "C", "H", "N", "H", "H", "N", "H", "H", "C", "F", "C", "C", "C", "H", "H", "C", "H", "H", "C", "C", "H", "H", "C", "N", "O", "C", "C", "N", "H", "H", "C", "C", "C", "O", "C", "H", "C", "O", "O", "N", "C", "O", "H", "H", "H", "H", "S", "H", "H", "C", "H", "C", "S", "H", "C", "C", "H", "O", "H", "N", "H", "H", "H", "O", "N", "C", "C", "H", "C", "C", "N", "C", "H", "H", "O", "H", "O", "O", "H", "C", "H", "H", "C", "H", "S", "H", "C", "C", "H", "H", "C", "C", "C", "H", "H", "H", "C", "C", "C", "H", "H", "O", "H", "C", "N", "N", "H", "H", "N", "F", "N", "O", "C", "C", "C", "S", "O", "C", "H", "C", "C", "C", "H", "O", "C", "O", "N", "N", "H", "C", "C", "H", "H", "C", "H", "O", "O", "C", "N", "C", "H", "H", "H", "N", "O", "O", "H", "H", "H", "H", "C", "H", "H", "O", "H", "O", "H", "C"], "xyz": [[-16.514, 0.429, -1.787], [10.267, 5.567, -2.786], [-1.342, 5.691, -0.133], [-1.027, -0.113, -0.040], [0.210, 5.331, 3.275], [-7.774, 1.686, 7.671], [-2.257, 5.405, 2.038], [-2.337, -4.766, 4.008], [0.097, 2.343, 7.683], [6.421, -4.740, -1.539], [5.974, -0.931, -7.852], [4.583, 1.476, 5.686], [7.251, -4.424, -7.135], [11.104, 4.551, 2.830], [-18.826, 0.254, -0.642], [-1.850, 6.043, 8.454], [10.386, -5.337, -7.590], [-1.746, -7.420, -2.394], [0.063, 2.886, 5.222], [-0.196, 3.202, 9.902], [-1.313, 6.766, -0.309], [2.158, -7.725, -0.775], [-3.027, 0.354, -7.476], [2.689, -0.094, -8.137], [9.190, -6.117, -8.607], [-10.091, 1.622, 8.574], [5.959, -4.445, 0.514], [0.995, -4.699, 0.248], [3.025, -8.362, -0.870], [-11.711, -0.886, 4.410], [-0.806, 4.804, 5.437], [-19.600, 0.433, 0.105], [-0.121, -7.509, -1.132], [4.275, -5.837, -2.056], [-18.431, -0.378, 1.841], [-1.151, 5.508, 1.282], [7.983, -3.980, 0.142], [9.792, 5.234, -3.708], [9.332, -5.608, -7.654], [1.450, -3.075, 5.842], [-1.230, 0.279, -1.313], [-0.408, 3.224, 7.318], [6.933, -2.098, -7.670], [-1.986, 6.531, 6.134], [4.031, -0.576, -2.426], [6.478, 0.370, -7.961], [0.843, 5.496, 1.194], [-13.104, -1.796, -0.193], [11.180, 4.330, -0.751], [-13.748, -0.935, 1.629], [12.667, 3.164, 1.029], [12.223, 4.385, -1.026], [-1.444, 5.384, 7.701], [-7.305, 1.562, -0.859], [3.713, 4.975, -3.808], [2.232, -6.445, -0.278], [-0.188, -6.262, -0.646], [-11.168, -1.727, 2.560], [-0.562, 5.184, -0.702], [0.318, 0.842, -2.833], [4.461, -5.547, -1.033], [5.649, 1.441, -8.252], [8.227, -2.074, -8.159], [-8.559, 2.799, 10.006], [11.616, 3.041, 1.290], [3.201, -5.433, 2.105], [-0.304, 3.602, 5.943], [-1.106, -6.629, 5.005], [9.727, -0.252, -3.813], [-3.638, 1.139, -6.745], [-12.794, -1.624, 0.827], [-6.605, 2.564, -0.995], [11.288, 2.003, 1.230], [8.741, 3.009, 0.925], [4.124, -2.036, -7.756], [3.866, 3.379, -8.393], [0.126, -3.900, 6.248], [-14.418, -0.123, -0.965], [8.622, -1.141, -8.535], [5.644, -4.816, -0.794], [-0.411, 4.989, 9.875], [-16.438, 0.137, -0.750], [-1.458, -5.278, 5.280], [-18.638, 1.096, -1.307], [0.010, 5.441, 1.880], [9.030, -3.248, -8.178], [10.566, 2.875, 3.219], [-6.595, 3.929, 7.474], [1.157, 5.381, 3.793], [4.303, 1.249, -8.299], [7.479, -3.884, 1.832], [2.439, -0.134, -3.158], [2.645, -1.587, -2.150], [0.641, -5.064, 7.010], [8.486, -4.365, -7.661], [-9.781, -2.040, 2.980], [-12.030, -1.063, 3.394], [5.508, -4.578, 2.518], [3.519, 2.384, -8.672], [0.343, -0.241, 0.166], [-0.908, 4.184, 8.176], [-1.317, -8.144, -1.702], [-2.306, 5.334, -0.494], [-3.182, 5.568, 1.505], [11.234, 0.750, -4.961], [-2.059, -8.404, -0.947], [-7.322, 0.650, -1.674], [-4.858, 1.062, -6.644], [6.896, -5.345, -6.697], [-2.208, 5.132, 3.389], [8.004, 4.337, -1.398], [7.525, 0.554, -7.776], [7.177, -3.669, 0.807], [-19.126, -0.706, -1.062], [-8.833, 2.667, 8.611], [-2.459, -1.392, 0.564], [-15.206, -0.217, -0.232], [2.950, -0.550, -2.289], [-1.618, -0.617, 1.868], [-3.113, 5.073, 3.974], [6.440, -3.296, -7.148], [-11.486, -1.948, 1.285], [-16.195, -0.705, 1.807], [9.683, 6.472, -2.619], [-10.734, -2.370, 0.635], [-9.394, -1.040, 3.178], [-2.065, -0.430, 0.892], [3.761, -0.018, -8.244], [3.879, -5.314, 1.273], [0.831, -9.225, -1.534], [10.037, -3.344, -8.558], [2.970, 6.715, -4.847], [-1.189, -5.865, -0.561], [-13.348, -0.731, 2.968], [1.015, 0.156, -0.938], [10.156, 4.709, -1.571], [5.440, -3.289, -6.741], [12.287, 3.327, 3.258], [4.826, 1.305, 4.526], [-5.712, 1.802, 6.739], [-0.239, -4.177, 4.920], [5.045, 6.203, -4.986], [0.969, -8.226, -1.147], [-0.956, 5.084, 3.985], [11.336, 3.489, 2.751], [-6.574, 2.558, 7.907], [5.924, 0.843, 4.179], [3.488, -5.699, -0.022], [2.822, -0.166, -0.083], [5.084, -4.698, 1.532], [-0.866, 4.024, 9.651], [-17.489, -0.318, 1.315], [-16.046, -0.988, 2.838], [-0.542, -2.852, 6.981], [2.483, 0.227, -1.042], [-3.014, 1.996, -6.143], [3.896, 5.987, -4.554], [10.713, 3.671, 0.329], [11.327, 5.585, -3.040], [-1.399, 5.663, 6.393], [-15.053, -0.561, 1.080], [2.517, 2.213, -8.278], [-1.887, 3.918, 10.017], [8.982, 4.225, -0.955], [5.982, 2.453, -8.428], [-2.401, -5.082, 6.391], [-5.799, 2.222, 9.085], [0.032, 0.481, -1.856], [10.831, 0.188, -3.948], [9.346, 3.511, 0.185], [6.986, -2.606, 0.660], [3.436, 2.442, -9.757], [-1.074, -9.054, -2.250], [-17.539, 0.082, 0.020], [-8.069, 1.667, 0.066], [11.574, 0.010, -3.037], [-2.171, 0.321, -1.841], [-9.228, -2.566, 2.202], [2.695, 1.291, -0.939], [-9.812, -2.816, 3.745], [1.014, -5.686, -0.191], [8.983, -6.248, -6.844], [-2.899, 0.270, 0.857], [4.082, 1.768, 3.665], [0.763, -0.689, 1.054], [-9.532, 3.814, 7.966], [-14.002, -0.281, 3.700], [4.608, -1.097, -7.980]], "mulliken_charge": [0.428, -0.772, -0.931, 0.216, -0.497, -0.234, -0.313, -0.294, 0.463, 0.453, 1.131, -0.622, -0.248, 0.332, -0.914, 0.509, 0.350, 0.405, 0.513, 0.312, 0.357, -0.886, -0.660, 0.399, 0.366, -0.304, 0.118, 0.634, 0.515, 0.529, 0.630, 0.341, -0.010, 0.438, 0.415, 0.076, 0.344, 0.357, -0.859, -0.318, -0.736, -0.272, 1.171, 0.460, 0.384, -0.640, 0.511, 0.436, -0.061, 0.859, 0.392, 0.297, -0.303, 0.974, -0.682, 0.688, -0.466, 0.027, 0.378, 0.476, -0.672, -0.376, -0.655, -0.530, -0.479, 0.658, -0.600, -0.567, -0.693, 1.009, -0.816, -0.636, 0.332, 0.529, 0.257, 0.345, 0.963, 0.457, 0.367, -0.368, 0.383, -0.289, 1.065, 0.367, -0.371, -0.320, 0.350, -0.580, 0.566, 0.078, 0.311, 0.336, 0.271, -0.608, 0.035, -0.922, -0.438, 0.405, -0.861, -0.415, 0.064, -0.902, 0.366, 0.500, -0.675, 0.351, -0.672, -0.589, 0.384, -0.754, 0.502, 0.514, -0.859, 0.359, 1.113, 0.360, -0.620, -1.025, 0.344, 0.638, -0.696, -0.101, -0.687, 0.353, 0.392, 0.435, -0.891, -0.376, -0.585, 0.380, 0.435, -0.596, 0.558, -0.607, 0.297, 0.129, 0.393, 0.357, 0.981, -0.333, -0.118, -0.632, 0.028, 0.562, -1.090, 1.038, -0.667, 0.681, 0.340, -0.299, -0.872, -0.220, 0.441, -0.597, -0.448, -0.636, 0.913, 0.189, 0.277, -0.699, 1.016, 0.309, 0.321, -0.605, 0.424, -0.521, -0.590, -0.309, 1.017, -0.392, 0.367, 0.400, 0.306, 0.006, -0.660, -0.644, 0.596, 0.308, 0.353, 0.360, -0.703, 0.293, 0.374, -0.685, 0.465, -0.579, 0.431, -0.646], "charge": 3, "gap_ev": 1.21, "lumo_ev": -8.16}

=====

{"formula": "C16H21MnN3O3", "method": "ωB97M-V/def2-TZVPD", "elements": ["C", "O", "O", "H", "H", "C", "C", "N", "H", "H", "H", "H", "C", "H", "C", "C", "C", "C", "H", "N", "H", "H", "C", "H", "C", "C", "H", "H", "O", "H", "H", "C", "C", "H", "H", "H", "H", "C", "Mn", "C", "N", "H", "C", "H"], "xyz": [[1.109, 3.411, 1.514], [-1.923, -3.464, 1.961], [-1.968, 0.937, 2.340], [-1.524, 1.503, -1.975], [1.404, 3.685, -4.060], [-0.556, 4.228, 0.123], [-0.148, -0.866, -0.081], [-1.757, -1.246, 2.057], [-1.406, -4.168, -0.349], [0.702, -4.047, -1.760], [1.624, -2.867, -0.048], [-1.976, -2.688, -1.118], [-0.209, -3.507, -2.003], [2.454, 1.089, -1.478], [-1.179, 3.371, 1.102], [-1.422, -2.449, 1.506], [2.163, 2.144, -1.358], [-1.063, -3.224, -0.814], [0.057, -2.583, -2.504], [-0.936, 2.134, -1.415], [-1.064, 4.797, -0.660], [1.970, -4.579, 1.678], [0.948, -4.319, 1.399], [0.580, -5.074, 0.705], [0.953, -2.934, 0.814], [1.204, 2.708, -2.128], [1.592, 4.851, -0.136], [-2.388, -1.269, 2.857], [0.463, -0.706, -1.148], [2.887, 2.754, -0.786], [2.059, 3.312, 2.049], [0.856, 4.218, 0.367], [-0.130, 2.884, 1.974], [1.314, -2.214, 1.564], [-0.244, 2.336, 2.909], [0.335, -4.356, 2.298], [-2.250, 3.190, 1.198], [-1.386, 0.061, 1.705], [0.022, 2.240, -0.065], [0.770, 3.351, -3.221], [-0.456, 0.251, 0.682], [-0.293, 3.573, -3.325], [-0.417, -2.349, 0.335], [-0.770, -4.118, -2.704]], "nbo_charge": [-0.322, -0.637, -0.654, 0.331, 0.197, -0.259, 0.684, -0.661, 0.217, 0.192, 0.222, 0.207, -0.617, 0.248, -0.352, 0.712, -0.642, -0.379, 0.244, -0.929, 0.237, 0.201, -0.614, 0.202, -0.380, 0.168, 0.226, 0.416, -0.639, 0.224, 0.221, -0.365, -0.334, 0.208, 0.247, 0.223, 0.251, 0.799, 0.956, -0.499, -0.747, 0.228, -0.227, 0.196], "charge": -1, "spin_multiplicity": 5, "gap_ev": [5.93, 7.05], "lumo_ev": [3.10, 3.10]}

=====

{"formula": "C6H11NP2", "method": "ωB97M-V/def2-TZVPD", "elements": ["H", "P", "C", "H", "C", "H", "C", "H", "C", "H", "P", "N", "H", "C", "H", "H", "H", "H", "H", "C"], "xyz": [[1.651, -1.804, 1.190], [-2.428, -1.316, 0.503], [-2.793, 1.338, -0.318], [-3.266, 2.327, -0.474], [0.201, -0.682, 0.036], [-0.377, -1.915, -1.442], [0.339, -1.116, -1.377], [0.375, 1.524, -0.907], [-1.491, 1.104, -0.195], [0.941, 0.094, 0.315], [-3.965, -0.050, -0.022], [-1.154, -0.131, 0.163], [-0.691, 3.031, -1.008], [0.477, -1.801, 1.083], [-0.014, 2.317, 0.550], [0.294, -2.845, 1.007], [1.448, -1.430, -1.507], [0.057, -1.337, 2.000], [-0.022, -0.322, -2.066], [-0.392, 2.102, -0.400]], "nbo_charge": [0.210, 0.332, -0.591, 0.234, -0.043, 0.222, -0.621, 0.215, 0.177, 0.203, 0.206, -0.620, 0.237, -0.635, 0.223, 0.232, 0.216, 0.227, 0.216, -0.640], "e_above_lowest_kcal_mol": 1.5, "charge": 0, "gap_ev": 8.70, "lumo_ev": 0.37}